(1)
{"formula": "C38H52N3OP2Re", "method": "ωB97M-V/def2-TZVPD", "elements": ["C", "C", "C", "C", "C", "H", "H", "H", "N", "P", "P", "C", "H", "H", "C", "O", "C", "H", "C", "C", "C", "C", "C", "H", "H", "H", "C", "H", "H", "H", "C", "H", "H", "H", "C", "H", "H", "H", "C", "H", "H", "H", "C", "H", "H", "H", "C", "H", "H", "H", "C", "H", "H", "H", "C", "H", "H", "H", "C", "H", "H", "H", "C", "H", "H", "H", "C", "H", "H", "H", "Re", "N", "C", "C", "C", "C", "C", "H", "C", "H", "C", "H", "H", "H", "N", "C", "C", "C", "C", "C", "C", "C", "H", "H", "H", "H", "H"], "xyz": [[-1.5264, -1.4599, -2.1045], [0.6316, -2.2669, -1.6718], [-1.6893, -2.3635, -3.1520], [0.4343, -3.3303, -2.5943], [-0.7268, -3.3643, -3.3355], [-2.5747, -2.2651, -3.7801], [1.2641, -4.0197, -2.7489], [-0.9011, -4.1484, -4.0694], [-0.4851, -1.5796, -1.2555], [-2.3462, 0.1322, -0.0445], [2.3203, -0.5172, -0.1380], [-2.4815, -0.3150, -1.8587], [-2.2378, 0.5654, -2.4780], [-3.4988, -0.6068, -2.1436], [0.5232, 1.6155, 1.1170], [0.9011, 2.6058, 1.6297], [1.8998, -1.8072, -1.2884], [2.7120, -2.4940, -1.5666], [3.7275, 0.1972, -1.3774], [3.3110, -1.0673, 1.4742], [-3.1399, 1.8503, 0.0309], [-3.5134, -1.2260, 0.6617], [3.6606, 1.7163, -1.2163], [3.8397, 2.0380, -0.1816], [4.4374, 2.1732, -1.8497], [2.6917, 2.1119, -1.5393], [5.1413, -0.3233, -1.1114], [5.5389, -0.0992, -0.1206], [5.2110, -1.4025, -1.2955], [5.8162, 0.1598, -1.8353], [3.4710, -0.2153, -2.8355], [4.0761, 0.4265, -3.4932], [3.7726, -1.2526, -3.0230], [2.4258, -0.1039, -3.1460], [4.0690, 0.1626, 2.0098], [3.3673, 0.9848, 2.2205], [4.5610, -0.1055, 2.9575], [4.8442, 0.5548, 1.3454], [2.3712, -1.5217, 2.5910], [1.7872, -0.6969, 3.0085], [1.6856, -2.3113, 2.2598], [2.9795, -1.9282, 3.4154], [4.1805, -2.2862, 1.1654], [5.0085, -2.0999, 0.4813], [4.6239, -2.6481, 2.1057], [3.5623, -3.0952, 0.7548], [-3.9629, -0.7983, 2.0623], [-4.5377, -1.6272, 2.5033], [-3.1001, -0.6149, 2.7163], [-4.6182, 0.0814, 2.0554], [-2.7364, -2.5481, 0.7866], [-2.3604, -2.8998, -0.1805], [-1.9014, -2.4709, 1.4874], [-3.4317, -3.3103, 1.1719], [-4.7328, -1.5197, -0.2343], [-5.4251, -2.1529, 0.3425], [-5.2893, -0.6277, -0.5396], [-4.4571, -2.0906, -1.1309], [-2.4016, 2.8094, -0.9199], [-2.4902, 2.5147, -1.9723], [-2.8447, 3.8116, -0.8077], [-1.3358, 2.8857, -0.6685], [-2.9795, 2.3837, 1.4629], [-1.9180, 2.4988, 1.7262], [-3.4520, 3.3756, 1.5131], [-3.4560, 1.7407, 2.2103], [-4.6166, 1.7857, -0.3722], [-4.7511, 1.4012, -1.3928], [-5.2269, 1.1990, 0.3248], [-5.0175, 2.8106, -0.3581], [-0.0352, -0.0223, 0.3168], [0.2010, 0.9440, -1.5134], [0.7999, 0.9519, -2.5514], [0.8890, 1.8712, -3.6642], [0.6838, 3.2288, -3.3581], [1.1377, 1.4668, -4.9902], [0.6526, 4.1754, -4.3767], [0.5460, 3.5282, -2.3152], [1.1415, 2.4288, -6.0028], [1.3282, 0.4139, -5.2123], [0.8851, 3.7727, -5.6969], [0.4562, 5.2183, -4.1253], [1.3462, 2.1330, -7.0338], [0.8812, 4.5240, -6.4843], [-0.5082, -0.6405, 2.0135], [-0.7748, -0.7898, 3.1612], [-0.7562, -0.6965, 4.5619], [-1.6725, -1.4500, 5.3387], [-1.6716, -1.3242, 6.7258], [-0.7560, -0.4738, 7.3553], [0.1664, 0.2583, 6.5998], [0.1601, 0.1749, 5.2116], [-2.3679, -2.1185, 4.8269], [-2.3899, -1.8951, 7.3155], [-0.7608, -0.3790, 8.4402], [0.8949, 0.9061, 7.0899], [0.8399, 0.7824, 4.6073]], "atomic_forces_ev_per_a": [[-0.0800, -0.0032, 0.4281], [-0.2516, -0.3844, 0.1281], [0.0567, 0.0102, -0.0686], [0.7888, 0.3747, -0.0044], [-0.6077, -0.1848, -0.0556], [0.3220, -0.1773, 0.0524], [-0.3130, 0.1059, -0.1677], [0.1293, 0.1599, 0.0975], [0.7638, 1.6002, -0.1114], [-3.2152, 0.5388, -1.6755], [1.9571, -0.7560, -0.1363], [0.0862, -0.3085, 0.2976], [0.2298, -0.4453, 0.2100], [0.2398, 0.1733, 0.1992], [1.5465, 5.2518, 2.9184], [-1.3664, -3.6852, -2.0539], [0.3194, -2.8714, 0.8958], [-0.2373, 0.4129, -0.1396], [-0.3053, 0.6163, 0.2613], [-0.1175, -0.2306, -0.1523], [0.1641, -0.2594, 0.2265], [0.3200, -0.0071, 0.2558], [0.2591, 0.2700, -0.1046], [-0.0227, -0.0856, -0.2405], [-0.2431, -0.0347, 0.2021], [0.2205, 0.0537, 0.1026], [0.2678, -0.1519, 0.2596], [-0.0397, -0.0998, -0.3540], [0.0382, 0.3113, 0.0204], [-0.2921, -0.0443, 0.1153], [-0.2291, 0.0170, -0.1002], [-0.1620, -0.1009, 0.2209], [-0.1059, 0.2844, -0.0113], [0.3130, -0.1853, -0.0994], [-0.0203, 0.2150, -0.2037], [0.1751, -0.1719, 0.0316], [-0.1963, -0.0084, -0.2578], [-0.2759, -0.1230, 0.2810], [-0.4222, -0.0205, 0.0613], [0.1540, -0.0549, -0.0945], [0.1232, 0.0485, 0.0957], [-0.1776, 0.1364, -0.3313], [0.3944, -0.1875, -0.1371], [-0.2542, -0.0667, 0.2301], [-0.1582, 0.0906, -0.2536], [0.1714, 0.0605, 0.1430], [-0.2830, -0.1650, 0.1375], [0.1459, 0.2204, -0.0880], [-0.3447, 0.1164, -0.0657], [0.2254, -0.2781, 0.0476], [-0.0010, -0.1235, 0.0207], [-0.1315, -0.0314, 0.2859], [-0.1580, -0.2009, -0.1717], [0.2203, 0.2096, -0.1201], [-0.1790, 0.1492, -0.0666], [0.2434, 0.1781, -0.1333], [0.1395, -0.3237, 0.0745], [-0.0649, 0.1080, 0.2623], [0.0893, -0.1249, 0.0162], [-0.0352, 0.1598, 0.1806], [0.1451, -0.3236, -0.0543], [-0.1693, 0.0590, -0.0283], [-0.0304, 0.0778, 0.0692], [-0.2809, 0.0442, -0.0211], [0.1647, -0.2494, 0.0767], [0.1017, 0.2555, -0.1462], [-0.2174, 0.2232, 0.0181], [-0.0040, 0.0836, 0.2629], [0.1875, 0.1936, -0.2084], [0.1077, -0.2569, -0.0254], [0.4483, -0.0764, -3.4519], [2.8643, -1.4674, -2.6727], [-3.7270, 3.2659, 2.3180], [0.8243, -0.4732, -1.3503], [-0.1880, 0.2703, 0.2492], [0.0684, 0.2225, 0.0467], [0.0998, -0.4026, 0.1308], [-0.0137, -0.0593, -0.3957], [-0.0690, -0.1056, 0.1980], [-0.0554, 0.3661, -0.0122], [0.0351, -0.1154, 0.1578], [0.1170, -0.2963, -0.1545], [-0.1081, 0.0900, 0.3628], [0.0066, -0.2258, 0.1043], [-0.8501, -1.5402, 4.6288], [1.3776, 0.9931, -1.2318], [-0.6748, -0.4135, 0.8336], [0.0196, 0.0221, 0.1068], [-0.0932, -0.1079, -0.3647], [-0.0307, -0.0997, -0.2279], [0.0714, 0.0724, -0.4519], [0.1006, 0.0788, -0.1643], [0.1554, 0.1700, 0.2908], [0.2437, 0.1751, -0.1691], [0.0086, -0.0460, -0.2497], [-0.2892, -0.1642, -0.1422], [-0.1599, -0.2165, 0.3074]], "homo_energy_ev": [-16.267, -16.960], "gap_ev": [7.46, 5.90], "energy_ha": -2478.70066, "e_above_lowest_ev": 0.000, "multiplicity": 4, "charge": 3}

***

(2)
{"formula": "C38H53Br2IN5O17S", "method": "ωB97M-V/def2-TZVPD", "elements": ["C", "C", "Br", "C", "Br", "N", "C", "N", "I", "N", "C", "N", "C", "S", "N", "O", "H", "H", "H", "H", "H", "O", "C", "O", "C", "C", "C", "H", "H", "H", "H", "H", "H", "O", "C", "O", "C", "C", "C", "H", "H", "H", "H", "H", "H", "O", "C", "O", "C", "C", "C", "H", "H", "H", "H", "H", "H", "O", "C", "O", "C", "C", "C", "H", "H", "H", "H", "H", "H", "O", "C", "O", "C", "C", "C", "H", "H", "H", "H", "H", "H", "O", "C", "O", "C", "C", "C", "H", "H", "H", "H", "H", "H", "O", "C", "O", "C", "C", "C", "H", "H", "H", "H", "H", "H", "O", "C", "O", "C", "C", "C", "H", "H", "H", "H", "H", "H"], "xyz": [[3.8610, 0.3841, 5.4718], [2.3754, 0.3913, 5.4487], [1.5051, -1.0583, 6.3131], [1.6520, 1.3395, 4.8886], [2.4480, 2.8274, 4.0397], [0.2424, 1.2341, 4.9451], [-0.5458, 1.8570, 5.8159], [-0.1693, 2.7048, 6.7559], [-1.6081, 3.5152, 7.9628], [-1.8059, 1.4606, 5.5956], [-1.7685, 0.6210, 4.6008], [-2.9177, -0.0123, 4.1339], [-3.2740, -0.7910, 5.0018], [-3.5065, -1.9023, 6.0163], [-0.5506, 0.4431, 4.1596], [-0.1416, -0.3702, 3.1831], [4.2187, -0.4479, 6.0660], [4.2662, 0.2772, 4.4720], [4.2061, 1.3005, 5.9378], [0.8062, 2.9380, 6.8553], [0.3301, 0.1614, 2.4903], [-5.4343, 5.0907, 3.8970], [-5.8638, 4.0642, 3.4635], [-7.1862, 3.8113, 3.3293], [-7.3911, 2.4590, 2.8860], [-6.0816, 2.0539, 2.2215], [-5.0590, 2.8523, 3.0282], [-7.6243, 1.8418, 3.7564], [-8.2344, 2.4310, 2.2012], [-5.9122, 0.9785, 2.2257], [-6.0726, 2.3898, 1.1839], [-4.7296, 2.3132, 3.9183], [-4.2039, 3.1499, 2.4274], [2.1861, 2.2607, 1.0141], [1.4037, 1.7666, 0.2622], [0.5577, 0.7740, 0.6650], [-0.2028, 0.2852, -0.4781], [-0.1613, 1.4177, -1.4867], [1.1996, 2.0552, -1.2068], [0.2759, -0.6223, -0.8507], [-1.2145, 0.0446, -0.1614], [-0.2885, 1.0782, -2.5130], [-0.9520, 2.1376, -1.2702], [2.0001, 1.5744, -1.7718], [1.2014, 3.1254, -1.3896], [2.1242, -3.1626, -1.3639], [2.2270, -3.1493, -0.1726], [1.9727, -4.2285, 0.6022], [2.0760, -3.8737, 1.9946], [2.9523, -2.6285, 2.0247], [2.6005, -1.9639, 0.6949], [1.0705, -3.6848, 2.3779], [2.5119, -4.7033, 2.5453], [2.7771, -2.0020, 2.8989], [4.0046, -2.9143, 2.0233], [1.7339, -1.3097, 0.7820], [3.4425, -1.4217, 0.2725], [0.1603, 0.9169, -4.9896], [1.3151, 1.0385, -5.2981], [1.8495, 2.2189, -5.6626], [3.2182, 2.0301, -6.0866], [3.6594, 0.7308, -5.4263], [2.3552, -0.0607, -5.3863], [3.2386, 1.9739, -7.1739], [3.8148, 2.8809, -5.7678], [4.4658, 0.2325, -5.9592], [4.0018, 0.9267, -4.4079], [2.1901, -0.6261, -6.3045], [2.2943, -0.7204, -4.5245], [1.5025, -4.1960, 8.1263], [0.3584, -4.3516, 8.4425], [-0.0496, -4.5862, 9.7102], [-1.4742, -4.8294, 9.7400], [-2.0005, -4.1806, 8.4689], [-0.8337, -4.3557, 7.5061], [-1.6457, -5.9065, 9.7606], [-1.8943, -4.3919, 10.6412], [-2.9324, -4.6232, 8.1196], [-2.1767, -3.1163, 8.6418], [-0.8682, -5.3124, 6.9835], [-0.7631, -3.5400, 6.7900], [2.4543, 3.0155, -10.0942], [1.3795, 2.8146, -9.6100], [1.1938, 2.7072, -8.2686], [-0.1813, 2.3569, -7.9930], [-0.9557, 2.7964, -9.2176], [0.0640, 2.6036, -10.3384], [-0.2390, 1.2786, -7.8278], [-0.5105, 2.8668, -7.0938], [-1.8799, 2.2414, -9.3601], [-1.2097, 3.8531, -9.1316], [0.0439, 1.5902, -10.7423], [-0.0534, 3.3276, -11.1391], [-2.6303, 4.3262, -6.6928], [-2.2925, 5.0142, -5.7764], [-2.7621, 4.8489, -4.5147], [-2.2586, 5.8916, -3.6615], [-1.0002, 6.4014, -4.3512], [-1.3438, 6.1971, -5.8244], [-3.0248, 6.6639, -3.5702], [-2.0577, 5.4794, -2.6751], [-0.7530, 7.4282, -4.0899], [-0.1494, 5.7727, -4.0831], [-1.8735, 7.0529, -6.2448], [-0.4688, 5.9648, -6.4251], [3.9824, -9.2643, -0.0679], [3.2726, -8.6094, -0.7705], [2.5642, -9.1335, -1.8003], [1.8938, -8.0856, -2.5224], [1.7870, -6.9272, -1.5402], [3.0483, -7.1096, -0.7000], [2.4926, -7.8327, -3.4000], [0.9226, -8.4453, -2.8531], [1.7128, -5.9554, -2.0242], [0.9052, -7.0554, -0.9102], [3.9085, -6.6035, -1.1408], [2.9045, -6.7880, 0.3264]], "atomic_forces_ev_per_a": [[-0.0592, -0.4295, 0.4448], [0.5321, -0.8434, 0.4310], [0.1904, 0.0743, -0.0877], [-0.5145, 0.0235, -0.5328], [-0.3897, -0.0907, 0.2529], [2.3963, 0.9010, -0.1853], [-1.2880, -0.3760, -0.1560], [-0.2718, 0.0885, 0.1548], [0.4467, 0.0245, -0.0792], [-0.3433, 0.9454, 1.1834], [-1.3434, 0.3416, -0.2927], [0.8827, 0.6806, -0.5492], [-0.1465, -1.1167, -0.1253], [-0.6528, -0.5079, 0.7168], [-0.2162, 0.0417, -0.8974], [0.9911, -0.2317, -0.1328], [0.0793, -0.0905, 0.0661], [0.0762, 0.2117, -0.2223], [0.2214, 0.2304, -0.1336], [-0.0241, 0.1394, 0.1235], [-0.4884, 0.0572, -0.0757], [-0.1078, 0.0997, -0.0306], [0.2787, 0.0007, 0.2478], [0.0384, -0.0356, -0.0691], [-0.0187, -0.1507, -0.0962], [0.1528, -0.0583, 0.0370], [-0.3761, -0.2202, -0.4562], [0.0211, 0.0116, 0.0153], [-0.0636, 0.1567, 0.0681], [-0.0572, -0.0065, 0.0530], [-0.0378, -0.0024, -0.0012], [0.0758, 0.0776, 0.0231], [0.1278, 0.1052, 0.2242], [-0.0378, -0.0837, 0.2128], [0.4893, 0.2347, -0.4075], [-0.2831, -0.1475, 0.1511], [-0.2456, -0.1323, -0.2406], [0.0577, 0.1091, -0.1623], [-0.6171, -0.1645, 0.0644], [0.0789, 0.0265, 0.0271], [0.0681, -0.0070, 0.2259], [0.0273, -0.0390, 0.0064], [-0.0241, -0.0249, 0.0035], [0.0730, 0.0740, 0.0286], [0.2720, 0.0115, 0.0056], [-0.0144, -0.1522, -0.0271], [-0.1429, 0.2608, -0.1874], [0.0514, 0.0607, 0.0781], [0.0659, 0.0157, 0.1959], [0.0041, 0.1501, -0.0356], [0.3785, -0.3233, 0.4561], [-0.0075, 0.0166, -0.0293], [-0.0566, -0.1239, -0.1382], [-0.0865, -0.0467, 0.0145], [-0.0083, -0.0296, 0.0226], [0.0308, 0.0424, -0.0637], [-0.1708, 0.1136, -0.2002], [-0.0030, 0.2006, 0.2401], [-0.1452, -0.2815, -0.2319], [0.1427, -0.0990, 0.3140], [0.3185, -0.0622, -0.0540], [-0.0205, -0.0921, 0.0173], [0.3940, 0.3128, 0.2083], [-0.0938, 0.0291, -0.0042], [-0.1965, 0.1307, 0.0187], [-0.0145, 0.0433, -0.0644], [0.0191, 0.0064, -0.0122], [-0.0814, -0.0474, 0.0389], [-0.2130, -0.1444, -0.1196], [0.0026, 0.1737, 0.2597], [0.1107, -0.2260, -0.3051], [-0.0488, 0.0408, -0.0784], [-0.0002, 0.0481, -0.0401], [-0.2467, -0.0046, -0.1858], [-0.3648, 0.2339, 0.3327], [0.0634, -0.0112, -0.0372], [0.1881, 0.0148, 0.0836], [0.0066, -0.0549, 0.0661], [-0.0024, -0.0146, 0.0664], [0.0730, 0.0285, -0.0587], [0.1770, -0.1455, -0.1541], [0.1290, 0.0686, 0.1934], [0.0158, -0.2081, -0.3454], [-0.1607, 0.0363, -0.3197], [-0.1767, 0.0126, 0.1348], [-0.0947, 0.0346, -0.3274], [-0.2383, 0.2488, 0.4935], [0.0311, -0.0024, -0.0139], [0.1705, -0.0291, 0.0840], [0.0025, -0.0226, 0.0698], [-0.0534, -0.0172, 0.0647], [0.0843, 0.0264, -0.0792], [0.1702, -0.1293, -0.1513], [-0.0492, -0.2114, 0.1107], [-0.0309, 0.2629, -0.3211], [0.0699, -0.0240, 0.0316], [0.0918, 0.1177, 0.0632], [0.0620, 0.0943, -0.0810], [0.2284, -0.1234, 0.5117], [-0.0037, 0.0021, -0.0239], [-0.1184, -0.1336, -0.0299], [-0.0745, 0.0103, 0.0223], [-0.0109, -0.0089, 0.0096], [0.0095, -0.0352, -0.0954], [-0.1340, 0.0277, -0.2166], [-0.0937, -0.1735, 0.0042], [0.3519, 0.1859, 0.0565], [-0.0622, 0.0256, 0.0323], [-0.1040, 0.1270, -0.0324], [0.0660, 0.1588, 0.0043], [-0.5943, -0.0563, -0.1878], [0.0270, 0.0027, 0.0175], [0.0597, -0.1759, 0.0091], [0.0313, -0.0178, -0.0329], [-0.0081, -0.0159, -0.0145], [0.0564, -0.0133, 0.0891], [0.2721, -0.0162, 0.0506]], "homo_energy_ev": -11.270, "gap_ev": 7.58, "energy_ha": -8876.29889, "charge": 1}